[1]
Here is a 6-piece molecular cluster, C8H30N2O6 overall at a distorted geometry from OMol25. Energies are from wB97M-V/def2-TZVPD.

```
46
Properties=species:S:1:pos:R:3:forces:R:3
C -0.161 1.162 -2.058 0.78 -0.80 -0.48
O 1.169 1.553 -2.399 -0.49 0.55 -0.15
C 2.097 1.463 -1.333 -1.39 0.45 0.49
C 1.891 2.675 -0.322 1.41 -1.14 -0.47
C 2.359 3.940 -0.941 -1.37 1.76 -1.06
N 2.729 2.520 0.838 0.63 -1.46 0.67
H -0.119 0.124 -1.729 -0.16 -0.15 0.37
H -0.743 1.135 -2.979 0.02 0.40 0.05
H -0.647 1.765 -1.291 0.10 0.24 -0.08
H 1.939 0.496 -0.857 0.12 -0.07 0.51
H 3.072 1.428 -1.818 0.19 0.43 0.30
H 0.887 2.689 0.104 -0.25 0.17 -0.76
H 2.139 4.751 -0.246 0.31 0.16 0.14
H 1.807 4.228 -1.836 0.05 -0.20 -0.32
H 3.422 3.953 -1.180 0.00 -0.26 0.10
H 3.700 2.586 0.569 0.08 0.24 0.48
H 2.476 3.106 1.621 0.33 0.33 -0.24
C -2.969 0.669 0.285 0.75 0.53 0.54
O -1.758 -0.015 0.536 0.01 -1.24 0.01
C -0.866 0.639 1.388 1.75 -0.39 0.93
C 0.414 -0.227 1.759 -1.24 -1.23 -0.11
C 0.118 -1.488 2.632 0.08 1.03 -0.40
N 1.364 0.576 2.463 -0.10 0.70 0.56
H -3.499 0.185 -0.536 0.17 0.08 0.07
H -2.692 1.697 0.054 -0.37 0.25 -0.47
H -3.580 0.726 1.186 -0.23 -0.23 0.09
H -0.498 1.542 0.902 -0.04 0.27 -0.02
H -1.271 0.922 2.360 -0.58 0.08 0.05
H 0.852 -0.631 0.846 -0.17 0.04 -0.63
H -0.019 -1.200 3.674 -0.36 0.14 -0.02
H 1.014 -2.109 2.631 -0.14 -0.26 -0.24
H -0.752 -2.024 2.252 0.09 -0.22 0.14
H 1.752 1.294 1.868 0.11 0.04 -0.21
H 2.179 0.031 2.709 -0.04 -0.29 0.21
O 0.253 -4.842 0.398 0.48 -0.31 0.17
H -0.328 -4.113 0.178 -0.44 0.21 -0.29
H -0.011 -5.100 1.281 0.01 -0.13 0.19
O -1.281 -2.720 -0.597 0.14 -0.13 0.28
H -1.032 -2.049 0.038 0.04 0.55 0.13
H -2.107 -2.406 -0.966 -0.69 0.03 -0.19
O -4.134 -2.286 -1.653 0.32 0.20 0.02
H -4.743 -1.825 -1.077 -0.17 0.13 0.18
H -4.594 -3.090 -1.895 -0.02 -0.30 -0.14
O -0.071 -4.009 -2.641 0.18 -0.26 -0.82
H 0.764 -4.238 -2.233 0.14 -0.16 0.13
H -0.522 -3.480 -1.983 -0.04 0.21 0.31
```
Positions in Å, forces in eV/Å.

HOMO-LUMO gap (eV): 9.2808
Structure (SMILES): COC[C@H](C)N.COC[C@H](C)N.O.O.O.O
ΔE to the lowest compared entry with this formula, charge and spin (eV): 0.8155



[2]
Here is a 2-piece molecular cluster, C9H11O3 overall at a distorted geometry from OMol25. Energies are from wB97M-V/def2-TZVPD.

```
23
Properties=species:S:1:pos:R:3:forces:R:3
C 2.303 -1.608 -1.250 0.33 0.14 -0.86
C 3.289 -0.400 -1.267 -0.34 -0.85 0.47
O 4.015 -0.373 -2.240 1.53 0.01 -2.06
O 3.233 0.465 -0.367 0.21 -0.30 0.91
H 2.087 -1.996 -0.280 -0.32 -0.08 0.81
H 2.624 -2.436 -1.911 0.19 0.52 0.35
H 1.411 -1.210 -1.722 -0.55 -0.02 0.17
C 0.820 1.640 -0.148 1.54 -2.39 -1.59
C -2.647 -0.426 1.215 -0.16 2.07 -4.44
C -2.596 0.113 -0.130 5.76 0.35 4.17
C -1.603 -0.270 2.064 0.74 0.76 -1.97
C -1.440 0.762 -0.543 -0.07 -1.26 -1.86
C -0.445 0.416 1.562 0.48 -0.91 5.23
C -0.326 0.879 0.299 -0.80 1.33 -0.05
O -3.807 -1.000 1.491 -2.55 -1.99 2.46
H -4.588 -0.926 0.912 1.41 0.44 -0.05
H -3.426 0.168 -0.632 -4.50 -0.17 -3.14
H -1.721 -0.632 3.033 0.27 -0.43 1.62
H -1.237 0.984 -1.654 -0.79 0.20 1.81
H 0.334 0.594 2.501 -1.51 -0.28 -3.12
H 0.731 2.140 -1.077 -0.64 0.67 -0.93
H 1.645 0.874 -0.367 -0.76 0.97 0.34
H 1.344 2.244 0.510 0.53 1.23 1.73
```
Positions in Å, forces in eV/Å.

HOMO-LUMO gap (eV): 6.6273
Total charge: -1
ΔE to the lowest compared entry with this formula, charge and spin (eV): 2.8186



[3]
Here is one molecule with the formula C2H3N3O at a distorted geometry from OMol25. Energies are from wB97M-V/def2-TZVPD.

```
9
Properties=species:S:1:pos:R:3:forces:R:3
N -1.732 -0.117 -0.060 -0.96 2.29 0.74
C -0.366 -0.093 -0.060 -0.89 0.06 -0.16
N 0.356 0.980 -0.078 0.95 0.19 0.11
C 1.639 0.436 -0.043 -0.33 1.86 0.40
N 1.683 -0.828 0.004 0.42 -1.87 -0.36
O 0.328 -1.235 -0.065 -0.13 0.36 0.32
H -2.264 -0.971 0.019 0.38 0.17 0.10
H -2.222 0.808 0.257 1.49 -2.67 -0.97
H 2.578 1.020 0.027 -0.93 -0.38 -0.19
```
Positions in Å, forces in eV/Å.

HOMO-LUMO gap (eV): 10.3162
Structure (SMILES): Nc1ncno1
ΔE to the lowest compared entry with this formula, charge and spin (eV): 1.1928